(1)
ORCA calculation (wB97M-V/def2-TZVPD) on 7 unconnected molecules or ions with the total composition C20H58FN2O6P2S.

```
90
Properties=species:S:1:pos:R:3:forces:R:3
N 3.568383 0.592818 2.172674 -0.4 -0.3 -0.2
P 2.275899 0.106053 1.481846 0.7 -0.1 0.2
N 1.414504 1.569130 0.753288 -0.3 -0.3 0.0
C 0.141777 1.937124 1.472161 -0.3 -0.1 0.1
C -1.016898 1.054488 0.998217 0.1 0.1 -0.1
F -1.980119 1.088373 1.976973 0.0 0.0 0.0
P 2.513445 3.038861 0.614516 -0.3 0.6 -0.4
S 1.724494 4.335145 -0.535081 0.1 -0.1 0.1
H 4.429288 0.210151 1.797983 0.1 0.2 0.1
H 1.232660 -0.305957 2.321916 0.0 0.2 0.0
H 2.290773 -0.743968 0.357811 -0.2 0.0 0.0
H 1.164655 1.339305 -0.216454 0.1 0.1 0.0
H 0.297325 1.777627 2.545376 0.0 0.1 -0.2
H -0.074738 2.995211 1.293659 0.1 -0.2 0.1
H -1.448709 1.425914 0.060313 0.1 0.0 0.2
H -0.707612 0.011042 0.847785 0.0 0.1 0.1
H 2.628273 3.328007 1.977739 0.1 -0.2 0.0
H 3.682767 2.401129 0.197642 0.0 -0.1 0.2
C 0.871261 -3.678929 -2.056646 0.0 0.0 0.0
C 1.698729 -2.458272 -2.410920 0.0 0.0 0.0
C 2.748260 -2.771674 -3.456694 0.1 0.0 0.0
O 2.305514 -1.889259 -1.230627 0.0 0.2 0.3
H 1.516071 -4.464268 -1.655265 0.0 0.0 0.0
H 0.111668 -3.435237 -1.311427 0.0 0.0 0.0
H 0.374431 -4.061989 -2.948486 0.0 0.0 0.0
H 1.038203 -1.669561 -2.780808 0.0 0.0 0.0
H 3.441711 -3.528181 -3.083262 0.0 0.0 0.0
H 3.322276 -1.881166 -3.717446 0.0 0.0 0.0
H 2.262038 -3.154219 -4.353937 0.0 0.0 0.0
H 2.920108 -2.548599 -0.867894 0.1 -0.2 -0.2
C -1.484681 -3.037861 -7.334130 0.0 0.0 0.1
C -0.298284 -2.529217 -6.534369 0.0 0.0 -0.1
C 0.762302 -1.906919 -7.424928 0.1 0.0 0.0
O 0.260129 -3.574296 -5.730944 0.0 0.0 0.1
H -1.162236 -3.812237 -8.035749 0.0 0.0 0.0
H -2.237000 -3.470281 -6.674634 0.0 0.0 0.0
H -1.943285 -2.232202 -7.908589 0.0 0.0 0.0
H -0.643193 -1.787000 -5.809803 0.0 0.0 0.0
H 1.152402 -2.646652 -8.129604 0.0 0.0 0.0
H 1.601298 -1.543095 -6.828206 0.0 0.0 0.0
H 0.350917 -1.072240 -7.992948 0.0 0.0 0.0
H 0.580022 -4.264236 -6.323941 0.0 0.0 0.0
C -2.484541 4.940651 5.384326 0.1 0.0 0.1
C -1.735018 4.920509 4.066965 -0.1 0.1 0.0
C -2.644767 4.582461 2.897457 0.1 0.0 0.0
O -0.633210 3.998912 4.126115 0.0 -0.2 -0.2
H -2.924827 3.964504 5.603304 0.0 0.0 0.0
H -1.809347 5.192358 6.202370 0.0 0.0 0.0
H -3.292516 5.672354 5.365113 0.0 0.0 0.0
H -1.266076 5.890586 3.892139 0.0 0.0 0.0
H -3.084540 3.590124 3.034384 0.0 0.0 0.0
H -2.085916 4.585981 1.958914 0.0 0.0 0.0
H -3.459117 5.302036 2.811499 0.0 0.0 0.0
H -1.010687 3.133324 4.324419 0.0 0.1 0.1
C 3.821328 -3.715141 1.909790 0.0 0.0 -0.1
C 3.327531 -4.633932 0.802368 0.0 -0.1 0.1
C 3.656328 -6.089021 1.071348 0.0 0.0 -0.1
O 3.857465 -4.224320 -0.469861 -0.1 0.2 0.2
H 4.907151 -3.782141 2.011802 0.0 0.0 0.0
H 3.572015 -2.675033 1.684122 0.0 0.0 0.0
H 3.374392 -3.976274 2.869087 0.0 0.0 0.0
H 2.246239 -4.518231 0.692319 0.0 0.0 0.0
H 4.738776 -6.228172 1.138436 0.0 0.0 0.0
H 3.282251 -6.720648 0.266621 0.0 0.0 0.0
H 3.213901 -6.422012 2.010283 0.0 0.0 0.0
H 4.816559 -4.325796 -0.444646 0.0 0.0 0.0
C -3.059693 1.385103 8.439735 0.0 0.0 0.0
C -4.443407 1.983581 8.247836 0.0 0.0 0.1
C -5.543661 0.959780 8.465895 0.0 0.0 0.0
O -4.557633 2.582661 6.954205 0.1 0.0 0.0
H -2.896355 0.577918 7.718527 0.0 0.0 0.0
H -2.290051 2.142067 8.286535 0.0 0.0 0.0
H -2.944241 0.969734 9.441434 0.0 0.0 0.0
H -4.577540 2.814187 8.943443 0.0 0.0 0.0
H -5.446782 0.141589 7.745733 0.0 0.0 0.0
H -6.523570 1.416320 8.330406 0.0 0.0 0.0
H -5.492846 0.534634 9.468841 0.0 0.0 0.0
H -4.462046 1.879547 6.301510 -0.1 0.0 0.0
C -0.098139 3.294043 -5.383597 0.0 0.0 0.0
C -0.822534 2.169261 -6.104787 0.0 0.0 0.1
C -1.486273 1.205074 -5.133746 0.0 0.0 0.0
O 0.063579 1.473400 -6.977714 0.0 0.0 0.0
H 0.695215 2.884698 -4.749254 0.0 0.0 0.0
H 0.360812 3.974327 -6.099969 0.0 0.0 0.0
H -0.781285 3.863179 -4.751206 0.0 0.0 0.0
H -1.581134 2.593208 -6.765411 0.0 0.0 0.0
H -0.729251 0.737272 -4.494240 0.0 0.0 0.0
H -2.007564 0.414870 -5.674272 0.0 0.0 0.0
H -2.204736 1.719514 -4.493510 0.0 0.0 0.0
H 0.760933 1.078086 -6.442180 0.0 0.0 0.0
```
Forces are in eV/Å.

LUMO level: -2.981 eV
Kohn-Sham gap: 8.955 eV
Charge: +1
E: -69068.9322 eV


(2)
ORCA calculation (wB97M-V/def2-TZVPD) on 7 unconnected molecules or ions with the total composition C33H86N6O10 at a distorted geometry.

```
135
Properties=species:S:1:pos:R:3:forces:R:3
C 10.758170 -8.403020 -2.258510 0.2 0.6 -1.1
C 10.830400 -9.449390 -3.365580 1.2 -0.4 0.6
C 10.007600 -9.191530 -4.584840 -0.2 -0.2 -0.4
O 12.223630 -9.610350 -3.764080 -0.1 0.6 0.4
H 11.612310 -8.455570 -1.583380 -0.3 -0.5 0.3
H 9.769050 -8.402550 -1.800530 0.2 -0.2 0.4
H 10.865620 -7.407370 -2.688880 0.0 0.2 -0.3
H 10.553020 -10.408080 -2.927310 -0.3 -0.2 0.0
H 10.240720 -8.240510 -5.063720 -0.2 0.2 0.3
H 8.951810 -9.319010 -4.345770 -0.1 0.3 -0.2
H 10.273810 -9.936690 -5.334480 -0.2 -0.3 -0.1
H 12.277570 -10.372420 -4.345400 -0.1 -0.2 -0.1
C 13.604740 -6.527330 -0.593280 0.1 -0.3 -1.8
O 14.318490 -7.443770 -1.479910 0.8 -0.3 1.8
C 15.121670 -8.323430 -0.641850 0.9 -0.9 -0.7
C 15.875270 -9.421350 -1.463780 -1.4 1.0 0.1
N 14.898730 -10.295710 -2.104900 0.6 0.3 0.8
C 15.475560 -11.090210 -3.153470 -0.7 0.1 -2.4
C 15.585240 -10.328630 -4.515070 1.4 0.9 -0.3
O 16.786590 -9.512050 -4.573210 0.1 -1.2 3.1
C 16.998190 -8.881620 -5.739860 -0.6 1.1 -1.6
H 14.316770 -6.058680 0.086040 -0.3 -0.4 0.6
H 12.709400 -7.035410 -0.235030 0.3 -0.1 1.0
H 13.173520 -5.714820 -1.178070 0.3 0.0 -0.5
H 14.567890 -8.796570 0.169060 -0.8 -0.2 -0.3
H 15.933450 -7.857850 -0.082960 0.0 1.1 -0.2
H 16.498590 -10.016460 -0.796390 0.2 0.2 0.1
H 16.450580 -8.931430 -2.249340 0.5 0.2 0.3
H 14.253760 -9.636360 -2.516430 -0.7 -0.2 -0.3
H 14.788510 -11.915950 -3.338400 -0.1 -0.2 -0.2
H 16.435610 -11.576690 -2.981020 0.1 0.4 0.6
H 14.767130 -9.629700 -4.689150 -0.5 -0.1 0.3
H 15.698840 -10.908100 -5.431260 -0.5 -1.0 0.2
H 17.833220 -8.182510 -5.694390 0.3 -0.4 0.2
H 16.142230 -8.250470 -5.978770 -0.4 0.2 -0.4
H 17.117560 -9.586680 -6.562500 0.3 -0.1 -0.4
C 15.107510 -14.548500 -1.986350 -0.3 -0.7 0.2
O 13.974880 -15.007050 -1.256470 0.3 0.5 -0.6
C 13.190410 -15.967390 -1.922800 -1.4 0.2 0.8
C 11.866050 -16.066680 -1.099360 1.7 -1.6 -2.4
N 10.988080 -14.960950 -1.353670 -0.5 -0.9 1.4
C 10.062200 -15.034750 -0.201210 -0.6 0.9 -0.5
C 8.935010 -14.041690 -0.330730 0.6 0.7 0.7
O 8.146070 -14.182940 0.811400 -0.7 -0.5 1.2
C 7.088230 -13.263060 0.860940 -0.1 0.3 -0.1
H 15.769530 -15.404800 -2.115110 0.6 0.1 0.3
H 15.520040 -13.721120 -1.408970 0.3 -0.2 -0.1
H 14.910410 -14.224700 -3.008310 -0.6 0.3 0.0
H 13.719980 -16.915330 -2.018010 0.1 -0.3 0.3
H 12.882150 -15.684980 -2.929440 0.3 0.5 -0.3
H 12.148930 -16.275650 -0.067660 -0.2 0.2 0.4
H 11.361760 -16.934440 -1.524560 -0.1 -0.5 0.4
H 11.572080 -14.142940 -1.254210 -0.3 0.9 0.0
H 10.631680 -14.900030 0.718380 -0.2 0.3 0.3
H 9.518620 -15.966970 -0.047620 0.5 -0.7 -0.6
H 8.328560 -14.205770 -1.221460 0.2 0.1 -0.4
H 9.333480 -13.029070 -0.268140 0.1 0.4 -0.7
H 7.410750 -12.291620 0.486240 0.0 0.2 -0.2
H 6.735980 -13.087650 1.877430 0.2 -0.4 0.2
H 6.242880 -13.606600 0.264740 -0.2 0.0 -0.2
C 11.618930 -9.152120 8.404640 0.5 0.7 0.0
O 11.281460 -8.027590 7.563180 0.3 0.6 0.6
C 11.822670 -6.689170 7.904130 -0.5 -1.0 -1.7
C 11.392090 -5.690600 6.771090 -1.8 0.3 1.3
N 11.762860 -5.944350 5.425660 1.2 -0.9 -1.1
C 13.180840 -5.680460 5.161030 0.2 -0.3 0.6
C 13.809440 -6.394630 3.976420 -1.2 -0.2 -1.1
O 13.584540 -7.784750 4.068310 -0.2 -0.7 0.6
C 13.605990 -8.530710 2.858080 0.3 0.3 0.4
H 11.568120 -8.990340 9.481370 -0.4 0.7 0.2
H 12.657730 -9.453050 8.268860 0.1 -0.1 -0.4
H 10.975410 -10.010560 8.212110 0.0 0.3 -0.5
H 12.910010 -6.665420 7.831940 0.2 -0.5 0.6
H 11.450050 -6.422920 8.893250 0.1 0.3 0.0
H 11.627580 -4.655580 7.018850 0.7 0.0 0.4
H 10.308390 -5.585460 6.719660 -0.4 -0.6 0.5
H 11.601330 -6.926430 5.253850 -0.2 -0.3 -0.3
H 13.778640 -6.005200 6.012650 0.3 0.2 0.4
H 13.266720 -4.598630 5.059240 0.4 0.1 -0.1
H 14.875260 -6.186620 3.882190 0.2 0.2 0.2
H 13.315800 -6.080240 3.056870 0.0 0.4 -0.3
H 12.869460 -8.190000 2.130390 -0.2 0.2 0.0
H 13.393610 -9.570990 3.104700 0.0 0.1 0.1
H 14.590010 -8.480810 2.391920 0.2 0.0 -0.1
C 10.154020 -13.864400 3.542910 -0.6 -0.4 0.5
C 11.144990 -13.458390 4.608790 0.4 1.6 0.6
C 10.654710 -12.235890 5.551000 1.1 0.1 -2.4
O 11.727710 -11.664640 6.308850 -0.3 -0.5 0.2
C 12.656690 -10.873310 5.573770 -0.9 -0.1 -0.3
N 11.630320 -14.578510 5.349620 0.0 -1.2 0.2
H 9.328040 -14.314400 4.093680 -0.5 -0.1 -0.3
H 10.531000 -14.647140 2.884640 0.3 0.0 0.2
H 9.785510 -13.071090 2.892560 0.1 0.2 0.3
H 12.043010 -13.145410 4.076160 0.0 0.8 0.0
H 9.773050 -12.374870 6.176660 0.4 -0.7 0.3
H 10.323650 -11.504900 4.813330 -0.1 0.5 -0.1
H 13.170550 -11.474990 4.824090 0.5 -0.1 0.2
H 13.307710 -10.373220 6.290840 0.1 -0.3 -0.2
H 12.155760 -10.098520 4.993370 -0.3 0.2 0.1
H 12.288200 -14.304760 6.065400 -0.1 0.1 0.1
H 10.869580 -15.096180 5.766020 0.0 -0.1 0.3
C 13.444010 -12.157130 1.379890 -0.2 1.4 1.3
C 12.202730 -12.089900 0.501440 0.2 -0.4 0.3
C 11.278840 -10.801330 0.622520 0.7 -1.0 0.2
O 10.500380 -10.879270 1.810650 1.7 -1.8 -0.8
C 9.564910 -9.901090 1.973320 -0.5 1.4 0.4
N 12.623310 -12.397740 -0.851650 -0.5 0.5 -1.0
H 14.161000 -11.367630 1.154710 0.2 0.0 -0.3
H 13.951940 -13.121500 1.390070 -0.1 0.0 -0.5
H 13.149870 -11.972230 2.413040 0.0 0.0 0.4
H 11.714180 -13.009520 0.823500 -1.2 0.4 0.2
H 10.647280 -10.611380 -0.245330 -0.3 -0.7 -0.3
H 11.885410 -9.895700 0.623320 0.5 0.2 0.4
H 9.252800 -9.999210 3.013060 -0.5 0.2 -0.1
H 8.734580 -9.919840 1.267420 -0.3 -0.5 -0.1
H 9.988180 -8.906160 1.835230 0.3 0.4 0.1
H 13.386040 -13.056770 -0.788190 0.0 -0.2 -0.1
H 13.017650 -11.588540 -1.309690 0.2 0.4 -0.1
C 16.772890 -10.835450 3.021820 0.8 -0.2 0.7
C 17.583690 -11.910990 3.809530 -0.2 1.3 -0.4
C 17.475370 -13.287890 3.224720 -1.0 -1.4 0.4
O 16.191150 -13.632870 2.752740 -0.9 0.1 -0.3
C 15.249470 -13.906810 3.796720 0.8 -0.3 -0.2
N 18.990910 -11.514980 3.936610 -0.1 0.3 0.2
H 17.168690 -10.722900 2.012480 -0.1 -0.1 -0.1
H 16.918160 -9.895130 3.553600 0.1 0.1 -0.1
H 15.697370 -11.010010 2.992140 0.2 -0.3 -0.1
H 17.195140 -11.892980 4.827770 -0.2 -0.2 0.1
H 17.637200 -14.026620 4.009700 0.8 -0.1 0.4
H 18.195620 -13.501370 2.434930 -0.1 0.4 -0.2
H 15.140490 -13.068120 4.484340 -0.4 0.3 -0.2
H 15.612120 -14.732730 4.408630 0.2 -0.3 0.1
H 14.311400 -14.244210 3.355940 0.0 0.4 0.0
H 19.397790 -11.204400 3.065930 -0.1 0.0 -0.2
H 19.548960 -12.290530 4.264030 0.1 -0.1 0.1
```
Forces are in eV/Å.

LUMO level (spin up / spin down): 2.385 / 2.294 eV
Kohn-Sham gap (spin up / spin down): 1.520 / 8.784 eV
Charge: -1
E: -65022.6579 eV
2S+1: 2


(3)
ORCA calculation (wB97M-V/def2-TZVPD) on a molecular structure, C6H12CoO8 at a distorted geometry.

```
27
Properties=species:S:1:pos:R:3:forces:R:3
Co 0.373667 0.715975 -0.698812 1.1 0.8 -0.6
C -0.353351 2.252244 -2.534324 -0.5 0.1 0.0
O 0.357519 2.624555 -1.501788 -0.1 0.1 0.2
O -0.743611 0.990866 -2.470159 0.2 -0.3 0.2
O -0.685328 3.018508 -3.469310 0.1 -0.1 0.0
C 2.647050 -0.072024 -0.006494 -0.4 -0.5 0.3
O 3.729153 -0.561745 0.388596 0.1 0.1 -0.1
O 2.223597 -0.128390 -1.243221 0.0 -0.1 -0.2
O 1.774281 0.483905 0.820423 -0.2 0.1 0.1
C -1.068874 1.944848 3.062499 -0.2 0.3 0.1
C -1.393393 0.898409 2.013051 0.2 0.0 0.1
O -1.143528 1.402191 0.716077 -0.4 -0.1 0.3
H -1.168031 1.579703 4.088166 0.1 -0.2 -0.1
H -1.744524 2.805134 2.982156 0.0 0.0 -0.1
H -0.053290 2.301788 2.896358 0.1 -0.1 0.0
H -2.428902 0.537004 2.073099 0.0 0.1 0.2
H -0.725695 0.047754 2.150412 0.1 0.0 -0.2
H -1.661580 2.197087 0.556689 0.2 0.1 -0.3
C 0.882492 -3.217870 -1.145018 0.1 0.1 -0.2
C -0.149358 -2.152889 -1.470453 0.1 -0.2 0.1
O -0.366731 -1.326636 -0.319344 -0.3 -0.3 -0.3
H 1.086941 -3.862478 -2.005900 -0.2 0.0 0.0
H 0.527651 -3.844049 -0.320778 0.1 -0.1 0.1
H 1.820525 -2.726649 -0.881055 -0.1 0.1 0.2
H -1.109604 -2.585577 -1.776223 0.0 0.0 -0.1
H 0.206580 -1.487389 -2.252776 0.0 0.1 0.0
H -0.833667 -1.834266 0.348124 0.1 0.1 0.1
```
Forces are in eV/Å.

LUMO level (spin up / spin down): 5.176 / 5.171 eV
Kohn-Sham gap (spin up / spin down): 5.152 / 5.769 eV
Charge: -2
E: -60425.2569 eV
2S+1: 4